# 1
Computed, not measured: a molecular structure, C36H32N9O7SSe2Ta, with ωB97M-V with the def2-TZVPD basis set.

The geometry in XYZ format:
```
88
Properties=species:S:1:pos:R:3:forces:R:3:lowdin_charge:R:1
Ta 0.702681 -0.263271 -0.428503 -0.45 0.11 -0.44 1.83
Se 1.836155 1.950142 2.921968 0.08 -0.02 -0.07 0.85
Se 1.136486 -0.217098 2.366636 0.05 0.11 0.10 0.81
C 2.945564 -0.952825 2.385313 -0.04 -0.06 -0.04 -0.61
C 3.794708 -0.766032 3.462335 -0.02 -0.01 -0.01 -0.09
C 5.030901 -1.395534 3.409054 0.00 -0.01 -0.03 -0.03
C 5.344100 -2.183172 2.312414 -0.03 0.02 0.02 -0.02
C 4.405631 -2.316924 1.301120 0.02 0.00 0.03 -0.10
N 3.221053 -1.705089 1.330908 0.01 0.06 0.03 0.01
C 0.022509 2.544373 3.135451 0.08 0.03 0.04 -0.67
C -0.224582 3.834719 3.585363 -0.02 -0.01 -0.02 -0.09
C -1.549135 4.219756 3.699128 -0.01 -0.04 0.00 -0.04
C -2.549571 3.313235 3.370775 0.03 0.00 0.01 -0.04
C -2.179412 2.053356 2.937658 -0.07 0.04 0.00 -0.12
N -0.909231 1.669966 2.814787 0.00 -0.03 -0.04 -0.02
H 3.510948 -0.156642 4.309236 -0.01 0.00 -0.01 0.10
H 5.735033 -1.274124 4.220567 0.01 0.00 0.01 0.12
H 6.295699 -2.688898 2.240177 0.02 -0.01 0.00 0.12
H 4.605700 -2.929881 0.430839 0.01 -0.01 -0.02 0.12
H 0.581102 4.508183 3.843690 0.02 0.01 0.01 0.11
H -1.797612 5.212619 4.047640 -0.01 0.02 0.01 0.12
H -3.593525 3.577745 3.454952 -0.01 0.00 0.00 0.11
H -2.921950 1.312772 2.669224 -0.05 -0.03 -0.01 0.09
S -0.149942 -7.023806 -4.088334 -0.02 0.12 0.07 1.09
N -0.465406 -5.528333 -4.592248 0.02 0.03 0.01 -0.20
C -0.246055 -4.723043 -3.562464 -0.01 -0.09 -0.06 -0.30
C -0.417131 -3.286463 -3.558117 0.00 0.03 0.03 -0.06
C -0.926598 -2.563966 -4.637600 0.01 0.03 0.03 0.06
C -1.101631 -1.206437 -4.498073 0.03 0.00 0.06 0.01
C -0.720494 -0.588878 -3.311451 -0.02 -0.03 -0.07 -0.08
N -0.194868 -1.262746 -2.292509 0.10 0.05 0.11 -0.01
C -0.078544 -2.600878 -2.390586 0.00 -0.07 -0.03 -0.13
C 0.335129 -3.300790 -1.187794 -0.01 -0.04 0.00 -0.13
N 0.530675 -2.542207 -0.076581 0.03 0.07 0.09 0.00
C 0.733426 -3.181166 1.074369 -0.03 -0.05 -0.01 -0.15
C 0.820547 -4.566851 1.179061 -0.01 0.05 -0.04 0.01
C 0.696290 -5.332530 0.047859 0.00 0.05 0.02 0.06
C 0.424085 -4.690124 -1.164168 0.00 0.04 0.02 -0.06
C 0.169390 -5.404647 -2.397451 -0.01 -0.10 -0.05 -0.30
N 0.258676 -6.717275 -2.561964 0.02 0.05 0.02 -0.20
H -1.189416 -3.083242 -5.549054 -0.01 -0.01 -0.02 0.14
H -1.518500 -0.607532 -5.293781 -0.01 0.02 -0.01 0.13
H -0.832682 0.475014 -3.182555 0.00 0.02 -0.01 0.12
H 0.784064 -2.592957 1.974031 0.02 -0.04 -0.04 0.02
H 0.966203 -5.006138 2.153620 0.00 0.00 0.02 0.12
H 0.763441 -6.411665 0.074258 0.01 -0.02 0.00 0.14
N -1.307646 -3.279001 3.494431 -0.03 -0.01 0.04 -0.05
N -1.558286 -2.124350 2.686503 0.00 0.01 0.03 -0.09
H -2.155588 -3.632045 3.929783 0.04 0.02 -0.01 0.08
H -0.684269 -2.999355 4.242373 0.00 -0.01 -0.01 0.07
H -2.175065 -1.457267 3.142296 -0.02 -0.02 0.00 0.07
H -2.014965 -2.429180 1.835614 0.03 0.01 0.00 0.05
O 2.776120 0.529512 -0.257713 -0.12 -0.02 -0.04 -0.12
N 3.137990 -0.121886 -1.297704 0.11 0.07 -0.19 -0.47
O 4.054860 0.150270 -1.976014 0.25 -0.20 0.15 0.23
O 2.305668 -1.084872 -1.570223 0.16 0.03 -0.11 -0.11
O 0.812691 1.160679 -1.940115 -0.02 -0.10 0.13 -0.13
C 0.829559 2.160001 -1.100539 0.11 0.14 0.18 -0.50
O 0.511108 1.799019 0.081049 -0.05 -0.31 0.18 -0.18
C 1.253775 3.479580 -1.436801 -0.18 0.07 -0.17 -0.13
C 1.558757 3.784551 -2.768301 0.03 0.02 0.08 0.02
C 1.980412 5.055411 -3.131506 -0.01 0.00 0.07 0.05
C 2.077681 5.982953 -2.114067 -0.02 -0.06 0.01 -0.19
O 2.465062 7.257966 -2.212373 0.00 -0.01 -0.02 0.08
C 2.394016 7.824815 -0.893340 0.03 0.13 0.04 -0.08
O 1.965903 6.782418 -0.013624 -0.01 0.00 0.02 0.06
C 1.770107 5.682591 -0.781468 -0.01 -0.08 -0.03 -0.19
C 1.351702 4.444479 -0.404018 0.02 0.03 -0.08 0.11
H 1.471948 3.012523 -3.519506 -0.01 -0.02 -0.01 0.13
H 2.224233 5.313333 -4.150085 0.01 0.01 -0.04 0.13
H 1.661032 8.632482 -0.892984 0.05 -0.04 0.00 0.15
H 3.385951 8.170366 -0.600936 -0.06 -0.01 -0.02 0.15
H 1.114114 4.194504 0.619201 -0.02 0.00 0.03 0.12
C -4.354836 -0.950930 -1.624009 0.00 0.00 0.00 -0.04
C -4.019260 -0.251638 -0.298655 0.01 0.02 -0.01 -0.61
C -4.529669 1.195579 -0.324674 0.01 -0.02 -0.02 -0.03
C -4.658449 -1.017911 0.868530 0.00 0.02 -0.01 -0.04
C -2.561672 -0.253582 -0.135793 -0.08 -0.02 0.04 -0.06
C -1.347593 -0.282837 -0.041213 0.12 0.05 0.08 -0.14
H -5.434035 -0.950357 -1.772672 -0.04 -0.01 -0.01 0.10
H -4.008926 -1.984639 -1.619338 0.01 -0.03 0.00 0.09
H -3.895910 -0.431734 -2.465448 0.01 0.02 -0.03 0.08
H -5.612328 1.195033 -0.447477 -0.03 0.00 0.00 0.10
H -4.090711 1.750059 -1.153340 0.01 0.01 -0.02 0.09
H -4.288402 1.715703 0.600578 0.01 0.03 0.05 0.07
H -5.738826 -1.045970 0.729732 -0.03 0.00 0.00 0.10
H -4.453025 -0.531873 1.822248 0.02 0.02 0.03 0.08
H -4.297098 -2.045154 0.912374 0.01 -0.04 0.00 0.08
```
Positions in Å, forces in eV/Å.

Summary:
- E_LUMO: -6.68 eV
- E_HOMO: -12.903 eV
- HOMO-LUMO gap: 6.227 eV
- Energy: -7668.088706 Eh
- ΔE to the lowest compared entry with this formula, charge and spin: 19.61 kcal/mol
- Charge: +2

***

# 2
Computed, not measured: 2 unconnected molecules or ions with the total composition C3H3BrS, with ωB97M-V with the def2-TZVPD basis set.

The geometry in XYZ format:
```
8
Properties=species:S:1:pos:R:3:forces:R:3:lowdin_charge:R:1
C -1.032930 -0.407257 -0.611252 -0.93 -0.85 0.26 -0.44
C -2.209620 -2.803379 0.104675 1.16 1.68 -0.51 -0.47
C 0.867789 1.542572 -0.123335 3.32 -2.56 -3.31 -0.32
S 0.452777 -0.291245 0.043455 0.26 -0.09 0.31 0.65
Br -0.929185 -3.539822 1.155349 0.05 -0.15 0.14 0.53
H 1.592626 1.707830 -1.049220 -1.71 -0.39 1.95 0.10
H 1.317234 1.888796 0.739434 0.92 0.51 1.88 0.00
H -0.058690 1.902506 -0.259107 -3.07 1.85 -0.73 -0.04
```
Positions in Å, forces in eV/Å.

Summary:
- E_LUMO (spin up / spin down): -1.24 / -1.20 eV
- E_HOMO (spin up / spin down): -7.140 / -7.136 eV
- HOMO-LUMO gap (spin up / spin down): 5.900 / 5.935 eV
- Energy: -3087.950583 Eh
- ΔE to the lowest compared entry with this formula, charge and spin: 187.15 kcal/mol

***

# 3
Computed, not measured: C3H8OS2 in the gas phase, with ωB97M-V with the def2-TZVPD basis set.

The geometry in XYZ format:
```
14
Properties=species:S:1:pos:R:3:forces:R:3:lowdin_charge:R:1
C 0.329860 -0.469068 -0.511242 1.28 -1.20 -0.03 -0.28
C -0.183930 -1.736416 0.198671 0.46 0.66 0.38 -0.29
O -0.082313 -2.749902 -0.762362 -0.40 -0.49 -0.98 -0.07
C 0.223347 0.751376 0.364876 -2.25 0.95 0.32 -0.63
S 0.952762 2.214367 -0.432355 -0.70 0.79 0.32 0.44
S -0.587583 3.636900 0.080040 1.01 0.34 -0.07 0.28
H 1.386888 -0.672754 -0.850240 -1.02 0.28 0.23 0.13
H -0.314585 -0.368193 -1.404471 0.51 0.20 0.34 0.12
H -1.179401 -1.456257 0.585809 -0.09 -0.72 -0.31 0.12
H 0.428025 -2.070254 1.046937 -0.01 0.62 0.15 0.12
H -0.656624 -3.512023 -0.647880 -0.10 0.25 0.42 0.09
H -0.877573 0.941021 0.441729 0.64 0.16 -0.33 0.06
H 0.437049 0.709780 1.433117 0.95 -0.49 -0.16 0.08
H 0.124079 4.781423 0.457371 -0.28 -1.35 -0.26 -0.17
```
Positions in Å, forces in eV/Å.

Summary:
- E_LUMO: 0.30 eV
- E_HOMO: -8.544 eV
- Structure (SMILES): OCCCSS
- HOMO-LUMO gap: 8.840 eV
- Energy: -990.682723 Eh
- ΔE to the lowest compared entry with this formula, charge and spin: 17.49 kcal/mol

***

# 4
Computed, not measured: a molecular structure, C12H14BCaCl3N6O2, with ωB97M-V with the def2-TZVPD basis set.

The geometry in XYZ format:
```
39
Properties=species:S:1:pos:R:3:forces:R:3:lowdin_charge:R:1
H -0.475577 2.742070 0.941553 0.11 -0.07 -0.12 0.10
N -0.187430 1.555173 -0.780683 -0.08 1.08 -0.31 -0.05
B 0.476494 0.645415 -3.058819 0.40 0.14 1.33 -0.50
N 0.383604 1.804683 -2.012917 -0.91 -0.13 0.82 -0.04
C 0.861492 3.061411 -2.057284 -0.33 -0.08 0.82 -0.08
Ca -1.389659 -0.549249 -0.106852 1.92 1.81 4.93 1.26
H 1.344924 3.410098 -2.959683 -0.02 0.09 0.20 0.12
C 0.600644 3.667280 -0.822817 -0.10 -0.51 -0.36 -0.06
H 0.843281 4.667317 -0.521828 0.07 0.14 0.00 0.08
C -0.069406 2.683896 -0.059931 0.46 -0.28 -1.40 -0.14
H 0.919337 1.031136 -4.099374 -0.12 -0.06 -0.14 0.11
C -0.430015 -2.740936 0.246605 -0.15 -3.00 0.86 -0.02
H -0.560897 -2.703100 1.340367 0.11 0.59 -0.41 0.04
H 0.418848 -3.368850 -0.021145 -0.13 0.52 -0.14 0.02
H -1.326124 -3.090687 -0.290957 0.15 0.48 -0.11 0.02
N -0.919748 -0.015848 -3.212552 -1.69 -0.80 1.09 0.01
N 1.414610 -0.374885 -2.376601 -0.18 -0.60 1.07 -0.04
N -1.661446 -0.454918 -2.078625 -1.22 0.41 -7.48 -0.21
N 1.094056 -0.794095 -1.098056 0.64 -0.40 -0.78 0.00
C -1.646711 -0.189644 -4.331320 -0.09 0.00 1.21 -0.05
C 2.606679 -0.870535 -2.753619 -0.25 -0.34 0.80 -0.07
H -1.209813 0.092178 -5.282156 -0.23 -0.07 0.13 0.13
H 3.015521 -0.587039 -3.715394 0.04 -0.21 0.18 0.12
C -2.900477 -0.713552 -3.988306 0.34 0.13 0.30 -0.05
C 3.081717 -1.671487 -1.710450 -0.30 0.43 -0.01 -0.06
C -2.871696 -0.856984 -2.590594 1.62 0.63 -0.65 -0.14
C 2.115750 -1.554873 -0.684677 -0.27 0.35 -1.49 -0.16
H -3.715184 -0.919034 -4.665357 0.08 -0.06 0.13 0.09
H 3.973625 -2.265274 -1.692908 0.24 0.05 0.00 0.08
H -3.657888 -1.205313 -1.933228 0.02 -0.05 -0.03 0.11
H 2.050031 -2.032106 0.278416 0.30 0.14 0.05 0.10
H -2.947914 1.539758 -0.369247 -0.10 0.11 -0.03 0.16
Cl -2.791520 0.040627 4.744460 0.30 0.06 0.19 0.60
C -1.111931 0.137351 4.199849 0.08 0.07 -1.08 -1.50
Cl -0.324770 1.632362 4.781916 -0.26 -0.31 -0.11 0.58
Cl -0.194414 -1.278526 4.767029 -0.21 0.24 -0.02 0.58
C -1.078107 0.165283 2.587778 0.24 -0.20 -0.94 -0.81
O -2.159449 0.480708 1.982772 1.24 -0.61 0.66 -0.22
O 0.004165 -0.163113 2.023634 -1.69 0.30 0.81 -0.13
```
Positions in Å, forces in eV/Å.

Summary:
- E_LUMO (spin up / spin down): -1.43 / -1.66 eV
- E_HOMO (spin up / spin down): -8.697 / -8.694 eV
- HOMO-LUMO gap (spin up / spin down): 7.266 / 7.030 eV
- Energy: -3027.697771 Eh
- ΔE to the lowest compared entry with this formula, charge and spin: 0.00 kcal/mol